Entry 1:
{"formula": "CH5BO", "method": "the ωB97M-V functional and the def2-TZVPD basis", "e_homo_ev": -10.547, "orbital_gap_ev": 11.18, "e_tot_ha": -141.2186, "relative_energy_ev": 0.281, "symbols": ["H", "H", "H", "C", "B", "H", "H", "O"], "xyz": [[1.411, 0.279, -0.636], [-1.475, 0.754, 0.696], [1.877, -1.408, 0.839], [-0.940, 0.519, -0.216], [0.549, -0.186, 0.042], [-1.560, -0.164, -0.792], [-0.805, 1.424, -0.797], [0.943, -1.217, 0.864]]}

***

Entry 2:
{"formula": "C3H7N3", "method": "the ωB97M-V functional and the def2-TZVPD basis", "e_homo_ev": -9.856, "orbital_gap_ev": 10.59, "e_tot_ha": -282.6580, "relative_energy_ev": 3.163, "symbols": ["N", "H", "H", "H", "H", "C", "H", "N", "N", "H", "C", "C", "H"], "xyz": [[0.713, -0.323, -1.579], [2.026, -0.382, 1.425], [-0.762, 1.621, 0.455], [0.197, 0.600, -1.500], [-0.456, -1.200, 1.393], [-0.143, -0.413, 0.774], [-0.009, -0.818, -2.074], [0.754, -0.997, -0.236], [-2.381, 0.516, 0.015], [-2.717, -0.451, 0.044], [-1.121, 0.619, 0.345], [1.235, 0.025, 0.757], [1.502, 0.964, 0.320]]}

***

Entry 3:
{"formula": "C24H70N4O13", "method": "the ωB97M-V functional and the def2-TZVPD basis", "e_homo_ev": -9.382, "orbital_gap_ev": 9.42, "e_tot_ha": -2153.2557, "relative_energy_ev": 4.096, "symbols": ["H", "H", "C", "C", "H", "H", "H", "C", "H", "H", "C", "H", "O", "C", "H", "H", "H", "H", "C", "O", "H", "C", "H", "O", "C", "H", "C", "H", "H", "H", "O", "H", "H", "C", "C", "C", "H", "H", "N", "H", "H", "C", "O", "H", "H", "H", "H", "H", "C", "C", "H", "C", "H", "H", "C", "O", "H", "H", "H", "H", "C", "H", "N", "H", "O", "H", "H", "H", "N", "O", "H", "C", "O", "H", "O", "H", "C", "H", "H", "O", "H", "H", "H", "H", "C", "H", "H", "H", "H", "O", "H", "H", "H", "H", "H", "N", "H", "H", "O", "H", "H", "H", "C", "H", "H", "H", "C", "H", "C", "H", "H"], "xyz": [[5.343, -0.262, 2.429], [-1.564, -1.291, 7.079], [3.165, 2.862, 5.533], [-2.541, 0.278, 7.728], [3.283, 1.828, 5.855], [1.698, 0.465, -6.353], [-4.237, 5.139, -5.726], [3.913, -5.597, 1.866], [7.230, 2.371, 0.406], [-1.864, 1.186, 3.658], [-2.735, 0.599, 6.207], [-1.183, 3.875, -7.036], [5.279, 2.128, 0.814], [6.877, 0.499, 1.513], [-1.359, 2.022, 8.280], [2.882, -5.918, 2.011], [6.421, 0.064, 0.623], [-3.122, -5.416, -0.226], [6.611, 1.969, 1.208], [2.906, 3.690, 6.610], [2.289, -5.225, -0.499], [-3.978, 2.154, -6.250], [-1.330, 0.792, 9.467], [-1.491, -4.691, 0.639], [3.277, -4.765, -0.491], [-3.741, 0.297, 5.918], [-3.430, 4.761, -6.353], [4.436, -7.143, -2.336], [-2.647, 1.666, 6.004], [3.227, -6.182, -2.942], [-4.177, 6.762, -0.210], [-4.561, 3.594, -0.790], [7.871, 0.053, 1.483], [-1.342, 0.937, 8.387], [-2.048, 0.126, 3.834], [-1.634, -2.801, -1.851], [2.096, -4.021, 1.328], [4.846, -3.987, 0.803], [2.890, -3.409, 1.448], [6.806, 2.574, 2.094], [-3.453, 0.318, 8.323], [-6.284, 2.947, -6.091], [2.330, -0.253, -6.272], [2.615, 0.065, -4.243], [0.575, 2.645, -1.305], [4.895, 2.683, 1.497], [-4.082, -3.858, -2.137], [-3.777, 4.882, -7.379], [-4.923, 4.543, -0.395], [3.837, -4.380, 0.927], [2.355, 4.438, 6.369], [3.546, -6.614, -1.993], [-1.170, -2.658, -2.827], [-2.612, 3.183, -5.096], [-2.618, -4.450, -0.209], [-1.823, -0.083, 5.241], [-2.717, -4.470, 2.268], [-2.119, -6.104, 1.929], [-4.324, 2.078, -7.281], [-5.694, 4.862, -1.097], [-3.642, 5.430, -0.470], [3.465, 1.189, -5.396], [-1.779, 3.060, -7.013], [-0.987, -4.867, 2.605], [2.431, 4.132, 3.642], [4.074, 3.230, 5.057], [-3.573, 1.159, -6.063], [-0.908, -2.619, -1.058], [-2.248, -1.169, 7.813], [4.093, -5.776, -0.959], [6.034, -1.230, -5.953], [-2.917, 3.304, -6.136], [-5.167, 2.331, -5.387], [-1.390, -0.492, 3.224], [1.021, 1.976, -0.784], [-6.972, 2.214, -6.511], [2.104, 2.993, 4.481], [2.756, -7.254, -1.600], [-4.907, 6.797, 0.413], [-5.403, 4.415, 0.927], [1.078, 3.143, 4.819], [4.370, -6.431, 1.333], [4.056, -1.796, -5.128], [-2.982, -1.724, 7.397], [3.146, 0.167, -5.189], [-2.899, 5.093, 0.252], [-3.180, -3.649, 0.272], [-3.095, -0.084, 3.617], [-5.938, 3.562, -6.921], [6.160, 0.172, 2.687], [4.433, -5.375, 2.798], [1.851, 4.857, 3.888], [-0.417, 0.574, 7.939], [4.875, -0.743, -4.060], [2.608, -2.783, 0.707], [-3.349, -4.451, -2.500], [-2.453, -2.099, -1.699], [-3.255, 5.360, -1.487], [5.361, -0.555, -6.063], [-2.617, 5.484, -6.281], [-6.300, 4.072, 0.917], [1.947, 2.212, -0.835], [4.372, -0.757, -5.027], [-3.758, -5.325, -2.200], [3.297, -3.946, -1.210], [2.103, 2.119, 3.830], [-2.204, -4.184, -1.654], [-2.006, 2.893, -7.983], [-1.846, -5.049, 1.959], [-1.511, -4.973, -1.944], [-6.848, 3.633, -5.460]]}

***

Entry 4:
{"formula": "C7H9I2NOSb", "method": "the ωB97M-V functional and the def2-TZVPD basis", "e_homo_ev": -5.187, "total_charge": -1, "orbital_gap_ev": 7.76, "e_tot_ha": -1237.7244, "symbols": ["I", "C", "C", "H", "H", "Sb", "O", "C", "H", "C", "N", "H", "C", "H", "C", "H", "H", "H", "H", "C", "I"], "xyz": [[-0.094, 5.306, 1.834], [0.347, -2.047, -1.089], [0.376, 3.921, 0.182], [-1.758, 3.449, -0.219], [-0.599, 3.253, -1.609], [-0.431, 0.911, -0.139], [1.512, 3.854, -0.113], [0.073, -1.243, 0.074], [-0.188, 0.707, -1.864], [0.125, -1.844, 1.364], [0.443, -3.111, 1.736], [-0.782, 1.081, 1.563], [-0.738, 3.120, -0.510], [0.318, -1.617, -2.105], [0.731, -3.809, 0.611], [0.938, -4.137, -1.543], [-0.133, -1.167, 2.216], [1.043, -4.866, 0.797], [1.274, 1.267, 0.102], [0.696, -3.405, -0.747], [-3.153, 0.376, -0.541]]}

***

Entry 5:
{"formula": "C20H23F2N3O4", "method": "the ωB97M-V functional and the def2-TZVPD basis", "e_homo_ev": -8.890, "orbital_gap_ev": 8.10, "e_tot_ha": -1440.7649, "symbols": ["H", "C", "C", "H", "N", "H", "F", "H", "C", "O", "C", "H", "C", "C", "H", "H", "C", "H", "C", "O", "C", "H", "C", "C", "C", "H", "C", "H", "H", "C", "C", "O", "H", "H", "C", "N", "H", "C", "H", "F", "O", "H", "N", "H", "H", "H", "C", "C", "C", "H", "H", "H"], "xyz": [[-2.082, 3.922, 0.015], [0.888, 2.295, 0.347], [-5.237, -3.946, -0.696], [9.508, -2.603, -1.169], [3.166, 2.543, 0.252], [-4.743, -4.558, -1.453], [1.192, -1.284, 0.845], [6.498, -0.859, -0.220], [-0.491, 2.464, 0.334], [3.775, 0.360, 0.624], [-0.729, 0.088, 0.630], [-0.362, 5.069, 3.633], [-3.000, 2.193, -1.922], [-0.635, 4.979, 2.611], [8.778, -1.068, -0.683], [-3.196, 3.252, -1.780], [-7.962, -2.795, -0.909], [-2.508, 1.908, -2.846], [-2.811, 1.449, 0.479], [1.915, 4.507, 0.191], [-3.324, 1.295, -0.962], [-4.769, -2.079, -1.590], [-1.304, 1.334, 0.472], [-1.022, 3.893, 0.214], [-6.748, -2.035, -1.386], [-0.435, 4.385, -0.555], [0.642, -0.084, 0.660], [-7.888, -3.004, 0.158], [-4.561, -3.835, 0.153], [8.602, -2.138, -0.794], [1.419, 1.030, 0.506], [8.942, -3.638, 1.039], [7.799, -2.305, -1.513], [-3.984, 0.451, -1.149], [8.256, -2.760, 0.539], [-5.536, -2.638, -1.251], [6.973, -2.762, 2.054], [2.911, 1.183, 0.484], [-6.139, -4.450, -0.368], [-1.528, -0.981, 0.756], [-6.834, -0.921, -1.876], [-3.112, 2.385, 0.949], [7.144, -2.306, 1.172], [5.214, -1.705, 0.657], [3.900, 2.947, 0.822], [-3.251, 0.658, 1.083], [-0.800, 4.521, 1.519], [1.986, 3.316, 0.244], [6.211, -1.277, 0.739], [6.186, -0.480, 1.482], [-8.069, -3.730, -1.460], [-8.844, -2.186, -1.084]]}

***

Entry 6:
{"formula": "C42H41N7O2W", "method": "the ωB97M-V functional and the def2-TZVPD basis", "e_homo_ev": [-5.626, -6.479], "orbital_gap_ev": [5.72, 6.31], "e_tot_ha": -2226.0331, "relative_energy_ev": 0.000, "symbols": ["C", "C", "H", "H", "N", "H", "H", "H", "N", "C", "H", "C", "C", "C", "H", "C", "C", "O", "C", "H", "C", "C", "H", "C", "C", "C", "H", "H", "H", "C", "C", "C", "H", "H", "C", "C", "C", "C", "H", "N", "W", "C", "H", "H", "C", "C", "H", "C", "C", "H", "C", "C", "C", "H", "H", "N", "C", "C", "H", "H", "C", "H", "N", "C", "C", "C", "C", "H", "H", "C", "C", "O", "H", "C", "H", "H", "N", "N", "H", "H", "H", "H", "C", "H", "H", "H", "C", "H", "H", "H", "H", "C", "H"], "xyz": [[-2.683, 1.198, 0.630], [-3.958, -0.510, -0.285], [-1.004, -1.748, -5.740], [-0.883, 6.172, -0.639], [2.725, -0.392, -0.574], [-7.410, 1.008, 0.338], [3.363, -1.046, 1.329], [0.505, 5.385, 1.233], [1.284, 1.396, 1.670], [0.017, -2.050, 4.484], [-1.671, 1.379, 3.422], [3.727, -0.437, 0.507], [-2.375, -1.155, 2.752], [-0.087, -1.555, 3.190], [-4.963, -2.207, -1.135], [0.987, -3.646, -0.372], [3.308, 0.360, -1.689], [-2.033, -1.887, -0.728], [0.939, -3.022, 4.832], [0.193, -4.077, 0.223], [-4.071, 0.726, 0.314], [2.575, -3.791, -2.175], [-5.372, 2.268, 1.051], [-6.311, -0.656, -0.442], [0.638, 1.277, -3.981], [2.694, 1.516, 3.620], [-1.748, 4.455, -2.289], [-0.126, 0.883, 4.125], [-2.345, -1.940, 1.998], [0.186, 0.176, -3.217], [-0.652, -2.230, -3.159], [1.406, 2.435, -3.397], [2.679, 0.281, -2.569], [4.656, -0.883, 0.132], [1.684, -3.038, 2.546], [-0.633, 5.125, -0.540], [2.022, 0.820, 2.659], [-5.065, -1.234, -0.673], [2.363, -3.431, 1.802], [0.288, 0.164, -1.830], [0.320, 0.314, -0.074], [2.960, -2.476, -1.941], [-1.640, 0.251, 4.792], [-1.166, 2.107, -1.970], [-2.501, -0.836, -0.353], [0.753, -2.048, 2.170], [2.039, -0.254, 2.675], [1.377, -2.335, -0.117], [2.368, -1.758, -0.916], [2.399, 2.479, -3.852], [0.142, 4.687, 0.492], [-1.115, 4.171, -1.460], [0.420, 1.282, -5.353], [-2.718, -1.594, 3.701], [1.528, 2.351, -2.323], [-1.784, 0.265, 0.116], [-0.794, 2.862, -1.295], [-0.361, -0.947, -3.876], [0.910, 3.383, -3.608], [-7.210, -1.184, -0.735], [1.773, -3.515, 3.841], [3.716, -2.020, -2.566], [-1.058, -0.545, 2.894], [1.592, -4.372, -1.386], [-0.197, 0.221, -5.991], [1.914, 3.533, 2.631], [0.452, 3.321, 0.619], [3.033, -4.350, -2.979], [1.274, -5.388, -1.576], [1.228, 2.762, 1.671], [-5.297, 1.304, 0.567], [-2.419, 2.174, 1.295], [4.313, -0.004, -1.931], [-6.425, 0.591, 0.169], [0.754, 2.139, -5.928], [-0.787, -2.095, -2.093], [0.769, -1.525, 0.871], [0.005, 2.402, -0.280], [2.512, -4.272, 4.072], [-0.368, 0.248, -7.059], [-0.649, -1.647, 5.239], [1.859, 4.610, 2.579], [2.647, 2.922, 3.606], [0.185, -2.920, -3.298], [3.932, 0.572, 0.861], [-3.103, -0.400, 2.454], [-1.126, 0.544, 3.864], [3.239, 0.970, 4.376], [1.005, -3.385, 5.849], [3.175, 3.506, 4.348], [-1.545, -2.708, -3.565], [-0.563, -0.888, -5.249], [3.387, 1.406, -1.395]]}

***

Entry 7:
{"formula": "C2HN3", "method": "the ωB97M-V functional and the def2-TZVPD basis", "e_homo_ev": [-9.686, -10.212], "orbital_gap_ev": [7.69, 8.18], "e_tot_ha": -240.7567, "relative_energy_ev": 7.371, "symbols": ["H", "C", "N", "N", "C", "N"], "xyz": [[-2.190, 0.439, -0.047], [0.187, 0.924, -0.049], [0.026, -1.213, -0.009], [-0.689, -0.103, 0.028], [1.206, -0.649, 0.020], [1.459, 0.602, 0.057]]}

***

Entry 8:
{"formula": "C8H9FINO", "method": "the ωB97M-V functional and the def2-TZVPD basis", "e_homo_ev": [-6.741, -8.425], "orbital_gap_ev": [6.48, 8.25], "e_tot_ha": -837.6119, "relative_energy_ev": 1.628, "symbols": ["H", "C", "C", "I", "H", "H", "H", "F", "C", "H", "C", "H", "O", "C", "C", "H", "C", "N", "C", "H", "H"], "xyz": [[-2.152, 0.155, -3.340], [0.215, -0.981, 0.410], [-2.924, 0.998, -1.419], [1.399, 2.419, 1.319], [0.020, -0.463, -2.201], [3.353, 0.884, 0.002], [2.196, -2.131, 1.325], [2.357, 1.808, -1.483], [-0.807, -0.231, -0.226], [-3.805, 1.533, -1.741], [-1.793, 0.496, 0.584], [0.895, -1.591, -0.175], [0.550, -0.902, 1.744], [-2.041, 0.365, -2.280], [-0.944, -0.212, -1.672], [-1.609, 0.500, 1.664], [1.661, -1.668, 2.219], [-2.738, 1.057, -0.042], [2.427, 1.344, -0.255], [1.230, -2.308, 2.990], [2.509, -1.073, 2.576]]}